Record 1
Computed, not measured: a 3-piece molecular cluster, C4H13NO2 overall in a non-equilibrium geometry, with ωB97M-V/def2-TZVPD.

The HOMO-LUMO gap is 10.310 eV. Its energy is -365.38685 a.u. The calculation puts the energy relative to the best compared isomer or geometry (same formula, charge and spin) at 34.9 kcal/mol. As for the SMILES: C=NCCC.O.O. The value obtained for the strongest force on any atom is 0.0502 hartree/bohr.

Cartesian coordinates (Å):
C (0.805, -1.956, -0.362)
N (1.092, -0.824, 0.129)
C (0.225, 0.324, -0.015)
C (-0.891, 0.235, -1.107)
C (-1.622, 1.538, -1.147)
H (-0.014, -2.037, -1.079)
H (1.608, -2.674, -0.467)
H (-0.371, 0.424, 0.901)
H (0.785, 1.246, -0.177)
H (-0.359, -0.041, -2.024)
H (-1.509, -0.628, -0.862)
H (-2.612, 1.588, -1.611)
H (-1.966, 1.838, -0.130)
H (-1.059, 2.449, -1.362)
O (3.350, 1.048, 0.502)
H (2.651, 0.374, 0.471)
H (4.129, 0.743, 0.019)
O (-2.672, -0.715, 1.651)
H (-2.973, 0.128, 1.303)
H (-2.492, -0.558, 2.581)

Atom charges from the Löwdin analysis, given in e for atoms 1 to 4: -0.02 -0.04 -0.25 -0.27

---

Record 2
Computed, not measured: a 2-piece molecular cluster, C25H24Cl5NO3 overall in a non-equilibrium geometry, with ωB97M-V/def2-TZVPD.

The HOMO-LUMO gap is 7.439 eV. Its energy is -3548.06909 a.u. As for the SMILES: CC(=O)N(C)CCCCc1cccc2c1C(=O)c1cc(/C(Cl)=C(\C)Cl)ccc1C2=O.ClC(Cl)Cl. The value obtained for the strongest force on any atom is 0.0922 hartree/bohr.

Cartesian coordinates (Å):
C (2.095, -2.935, 1.481)
C (2.821, -2.840, 0.045)
O (3.310, -3.876, -0.471)
N (2.912, -1.492, -0.577)
C (2.834, -1.628, -2.065)
C (4.210, -0.863, -0.136)
C (3.959, 0.312, 0.969)
C (4.145, 1.730, 0.235)
C (3.131, 2.888, 0.798)
C (2.205, 3.290, -0.449)
C (2.904, 3.890, -1.729)
C (2.158, 4.296, -3.019)
C (0.612, 4.077, -3.042)
C (-0.081, 3.518, -1.785)
C (0.650, 3.115, -0.457)
C (-0.155, 2.564, 0.790)
O (0.126, 2.744, 2.000)
C (-1.495, 1.730, 0.457)
C (-2.066, 0.616, 1.364)
C (-3.356, -0.179, 0.936)
C (-3.899, -1.315, 1.895)
Cl (-2.757, -2.536, 2.665)
C (-5.281, -1.454, 2.246)
C (-6.425, -0.464, 1.670)
Cl (-5.868, -2.777, 3.361)
C (-4.039, 0.195, -0.430)
C (-3.491, 1.350, -1.326)
C (-2.219, 2.121, -0.885)
C (-1.678, 3.302, -1.843)
O (-2.435, 3.970, -2.600)
H (2.419, -2.072, 2.151)
H (0.972, -2.982, 1.278)
H (2.399, -3.961, 1.908)
H (2.924, -0.639, -2.628)
H (1.787, -2.067, -2.290)
H (3.626, -2.349, -2.497)
H (4.925, -1.668, 0.291)
H (4.756, -0.458, -1.072)
H (2.944, 0.189, 1.497)
H (4.806, 0.237, 1.754)
H (3.976, 1.538, -0.894)
H (5.206, 2.155, 0.316)
H (3.772, 3.783, 1.136)
H (2.553, 2.494, 1.696)
H (4.048, 4.000, -1.653)
H (2.757, 4.705, -3.896)
H (-0.016, 4.322, -3.964)
H (-1.554, 0.349, 2.345)
H (-6.708, -0.812, 0.618)
H (-6.039, 0.616, 1.581)
H (-7.369, -0.466, 2.314)
H (-4.956, -0.426, -0.727)
H (-4.036, 1.571, -2.299)
Cl (-1.868, -6.938, -0.307)
C (-3.175, -6.296, 0.699)
Cl (-3.397, -4.567, 0.401)
Cl (-4.680, -7.177, 0.400)
H (-2.901, -6.431, 1.743)

Atom charges from the Löwdin analysis, given in e for atoms 1 to 4: 0.00 -0.40 0.03 -0.16

---

Record 3
Computed, not measured: a 7-piece molecular cluster, C27H67NO7 overall in a non-equilibrium geometry, with ωB97M-V/def2-TZVPD.

The HOMO-LUMO gap (alpha / beta) is 1.481 / 8.503 eV. Its energy is -1650.15714 a.u. The spin multiplicity is 2. The total charge is -1. Its expectation value of S² is 0.750. The calculation puts the energy relative to the best compared isomer or geometry (same formula, charge and spin) at 49.0 kcal/mol. The value obtained for the strongest force on any atom is 0.0708 hartree/bohr.

Cartesian coordinates (Å):
C (2.401, 5.827, 0.583)
C (1.027, 5.909, -0.166)
C (1.226, 6.692, -1.490)
C (1.921, 5.818, -2.550)
C (1.153, 4.534, -2.711)
C (0.976, 3.668, -1.407)
N (0.381, 4.545, -0.377)
O (0.082, 3.978, 0.853)
C (-0.080, 2.563, -1.792)
C (2.261, 3.034, -0.804)
C (0.056, 6.841, 0.593)
H (2.360, 5.067, 1.364)
H (2.516, 6.750, 1.152)
H (3.313, 5.608, 0.027)
H (0.191, 6.914, -1.747)
H (1.761, 7.579, -1.150)
H (2.936, 5.610, -2.213)
H (2.024, 6.316, -3.514)
H (1.733, 3.993, -3.459)
H (0.256, 4.618, -3.325)
H (-0.243, 1.909, -0.935)
H (-1.022, 3.033, -2.075)
H (0.275, 1.921, -2.598)
H (2.556, 2.236, -1.485)
H (3.071, 3.760, -0.866)
H (2.122, 2.590, 0.182)
H (-0.940, 6.810, 0.150)
H (0.346, 7.889, 0.662)
H (-0.105, 6.467, 1.604)
H (-0.869, 3.871, 0.929)
C (0.889, -3.427, 0.412)
C (-0.186, -2.289, 0.621)
C (0.006, -0.988, -0.152)
O (-1.449, -2.877, 0.372)
H (1.578, -3.281, 1.244)
H (1.426, -3.344, -0.533)
H (0.430, -4.399, 0.595)
H (-0.293, -2.051, 1.679)
H (-0.950, -0.465, -0.120)
H (0.200, -1.308, -1.176)
H (0.789, -0.306, 0.179)
H (-2.097, -2.339, 0.832)
C (4.150, 0.622, 1.491)
C (5.141, 1.432, 0.809)
C (6.537, 1.370, 1.416)
O (5.191, 1.069, -0.554)
H (4.107, 0.984, 2.518)
H (4.196, -0.463, 1.397)
H (3.108, 0.697, 1.179)
H (4.908, 2.497, 0.790)
H (6.427, 1.613, 2.473)
H (7.304, 2.001, 0.966)
H (7.011, 0.397, 1.289)
H (5.708, 1.688, -1.074)
C (-0.756, -4.615, 3.875)
C (0.506, -5.531, 3.597)
C (1.086, -6.138, 4.964)
O (0.175, -6.627, 2.741)
H (-1.485, -5.143, 4.489)
H (-1.154, -4.386, 2.887)
H (-0.497, -3.679, 4.370)
H (1.213, -4.920, 3.036)
H (0.318, -6.719, 5.475)
H (1.418, -5.302, 5.579)
H (1.958, -6.792, 4.951)
H (-0.447, -7.255, 3.117)
C (-5.150, 0.510, 2.543)
C (-3.980, 0.548, 1.618)
C (-3.024, 1.602, 1.978)
O (-3.328, -0.747, 1.496)
H (-5.964, 1.158, 2.221)
H (-4.830, 0.772, 3.552)
H (-5.581, -0.474, 2.727)
H (-4.417, 0.902, 0.684)
H (-2.191, 1.765, 1.294)
H (-2.746, 1.478, 3.025)
H (-3.546, 2.554, 1.885)
H (-3.961, -1.425, 1.744)
C (1.305, -1.604, -4.585)
C (1.152, -2.365, -5.924)
C (2.222, -2.113, -6.884)
O (1.057, -3.732, -5.810)
H (0.993, -2.186, -3.717)
H (0.629, -0.761, -4.441)
H (2.334, -1.252, -4.514)
H (0.229, -2.105, -6.442)
H (1.977, -1.110, -7.234)
H (1.989, -2.652, -7.803)
H (3.232, -2.201, -6.486)
H (0.235, -4.043, -5.424)
C (-6.479, -5.025, 0.869)
C (-5.477, -3.873, 0.887)
C (-4.997, -3.610, -0.590)
O (-5.858, -2.788, 1.633)
H (-7.467, -4.708, 0.535)
H (-6.401, -5.626, 1.775)
H (-6.136, -5.776, 0.157)
H (-4.571, -4.146, 1.428)
H (-4.575, -2.612, -0.476)
H (-5.921, -3.637, -1.169)
H (-4.243, -4.321, -0.929)
H (-6.661, -2.470, 1.212)

Atom charges from the Löwdin analysis, given in e for atoms 1 to 4: -0.06 -0.47 -0.15 -0.20

---

Record 4
Computed, not measured: C5H12N2O as an isolated structure in a non-equilibrium geometry, with ωB97M-V/def2-TZVPD.

The HOMO-LUMO gap is 8.123 eV. Its energy is -382.38713 a.u. The calculation puts the energy relative to the best compared isomer or geometry (same formula, charge and spin) at 72.4 kcal/mol. The value obtained for the strongest force on any atom is 0.0253 hartree/bohr.

Cartesian coordinates (Å):
C (-2.333, -1.149, -0.843)
C (2.275, 0.057, -0.542)
C (1.537, 1.726, 1.223)
N (-0.407, -1.323, 0.011)
C (1.206, 0.501, 0.416)
N (-2.824, 0.106, -0.840)
C (0.062, -0.176, 0.629)
O (-2.657, -1.971, 0.119)
H (-1.497, -1.980, 0.468)
H (0.283, -1.761, -0.592)
H (-2.015, -1.509, -1.824)
H (-3.102, 0.490, 0.051)
H (-2.522, 0.760, -1.544)
H (-0.636, 0.226, 1.360)
H (1.949, -0.718, -1.237)
H (2.631, 0.895, -1.150)
H (0.730, 1.992, 1.908)
H (2.446, 1.578, 1.817)
H (1.726, 2.588, 0.573)
H (3.147, -0.331, -0.004)

Atom charges from the Löwdin analysis, given in e for atoms 1 to 4: -0.37 -0.07 -0.09 -0.03

---

Record 5
Computed, not measured: C9H37MgN16O10 as an isolated structure in a non-equilibrium geometry, with ωB97M-V/def2-TZVPD.

The HOMO-LUMO gap is 2.248 eV. Its energy is -2193.40907 a.u. The total charge is +1. The value obtained for the strongest force on any atom is 0.1267 hartree/bohr.

Cartesian coordinates (Å):
Mg (-1.505, -1.111, -4.749)
C (-0.105, -0.136, 0.102)
O (0.011, -0.886, -1.019)
H (-1.064, -0.176, 0.618)
H (0.578, -0.485, 0.877)
H (0.083, 0.922, -0.078)
C (3.391, -0.554, -7.796)
O (2.323, -0.778, -7.215)
N (4.157, -1.398, -8.421)
N (3.762, 0.665, -8.001)
H (3.943, -2.383, -8.361)
H (4.999, -1.068, -8.871)
H (2.938, 1.204, -7.776)
H (4.481, 0.901, -8.670)
C (1.970, 6.084, -2.464)
O (3.125, 6.481, -2.405)
N (1.632, 5.242, -3.419)
N (1.095, 6.288, -1.553)
H (2.312, 4.872, -4.068)
H (0.648, 5.017, -3.448)
H (1.083, 7.016, -0.854)
H (0.193, 5.856, -1.698)
C (-2.078, 5.864, 4.837)
O (-1.313, 4.969, 5.203)
N (-2.522, 6.867, 5.547)
N (-2.519, 5.847, 3.643)
H (-2.030, 6.964, 6.424)
H (-2.818, 7.669, 5.009)
H (-2.909, 6.645, 3.163)
H (-2.199, 5.000, 3.196)
C (0.312, -6.817, 2.214)
O (0.602, -7.839, 2.776)
N (-0.871, -6.603, 1.723)
N (1.192, -5.908, 1.739)
H (-1.209, -5.820, 1.183)
H (-1.517, -7.358, 1.903)
H (2.026, -5.919, 2.308)
H (0.824, -5.134, 1.204)
C (-0.607, -6.781, -4.536)
O (-0.959, -5.678, -4.810)
N (-1.333, -7.642, -3.790)
N (0.497, -7.360, -4.995)
H (-1.012, -8.581, -3.602)
H (-2.170, -7.267, -3.366)
H (1.077, -6.884, -5.671)
H (0.528, -8.370, -4.994)
C (-7.973, 0.696, 0.371)
O (-8.470, 0.177, -0.629)
N (-8.451, 1.810, 0.972)
N (-6.949, 0.265, 0.991)
H (-8.107, 2.079, 1.883)
H (-9.323, 2.183, 0.624)
H (-6.318, 0.803, 1.567)
H (-6.579, -0.589, 0.598)
C (5.419, 5.886, 3.128)
O (5.815, 5.876, 4.322)
N (4.458, 5.154, 2.636)
N (5.940, 6.713, 2.219)
H (4.236, 5.291, 1.660)
H (4.103, 4.446, 3.262)
H (5.446, 6.568, 1.350)
H (6.837, 7.170, 2.298)
C (-2.094, -2.678, 6.334)
O (-3.002, -2.096, 5.775)
N (-2.237, -3.889, 6.796)
N (-0.910, -2.222, 6.640)
H (-1.378, -4.386, 6.986)
H (-2.914, -4.423, 6.270)
H (-0.347, -2.870, 7.173)
H (-0.636, -1.312, 6.299)
O (5.074, -4.289, -2.286)
H (5.194, -3.423, -1.896)
H (4.126, -4.378, -2.383)

Atom charges from the Löwdin analysis, given in e for atoms 1 to 4: 1.01 -0.22 -0.10 0.10